Formula: C40H94F9N5O14S3
Source: the OMol25 dataset
Level of theory: ωB97M-V with the def2-TZVPD basis set

Charge: +2
Maximum force: 4.0 eV Å⁻¹
DFT total energy: -5000.3278 a.u.
Kohn-Sham gap: 9.15 eV

```
165
Properties=species:S:1:pos:R:3:mulliken_charge:R:1
C -3.73 0.40 -3.26 -0.530
N -4.79 1.40 -2.82 0.517
C -5.95 1.15 -3.69 -0.971
C -5.13 1.20 -1.41 -0.911
C -4.46 2.88 -3.01 -1.340
C -3.05 3.33 -2.58 0.363
O -2.20 2.56 -3.41 -0.654
H -3.35 0.67 -4.22 0.449
H -4.18 -0.58 -3.28 0.558
H -2.91 0.32 -2.58 -0.360
H -6.33 0.13 -3.62 0.353
H -5.71 1.38 -4.71 0.442
H -6.77 1.82 -3.45 0.381
H -5.42 0.15 -1.28 0.401
H -5.97 1.76 -1.21 0.423
H -4.23 1.45 -0.89 0.292
H -5.29 3.38 -2.51 0.374
H -4.61 2.99 -4.09 0.545
H -2.87 3.06 -1.54 0.353
H -2.85 4.40 -2.74 0.034
H -1.43 2.29 -2.84 0.173
C 3.40 2.05 1.04 -0.279
C 3.49 2.00 2.56 -0.929
N 2.33 1.55 3.29 1.393
C 1.23 2.40 2.87 -1.312
C 2.11 0.06 3.01 -0.247
C 0.72 -0.44 3.45 -0.633
C 2.57 1.68 4.75 -0.687
C 3.94 1.36 5.28 -1.012
O 4.29 0.08 4.97 -0.251
C 5.42 -0.33 5.72 -0.878
H 2.86 1.20 0.59 -0.178
H 4.42 2.03 0.71 0.579
H 2.95 2.98 0.69 -0.253
H 3.82 2.95 2.94 0.515
H 4.30 1.28 2.78 0.398
H 1.65 3.43 2.91 0.286
H 0.42 2.37 3.58 0.573
H 0.91 2.11 1.84 -0.007
H 2.90 -0.47 3.50 0.779
H 2.28 -0.19 1.93 0.006
H 0.64 -1.48 3.13 -0.196
H -0.04 0.11 2.90 -0.108
H 0.64 -0.46 4.53 0.671
H 1.75 1.08 5.18 0.350
H 2.33 2.68 5.09 0.450
H 3.85 1.53 6.36 0.609
H 4.72 2.07 5.02 0.451
H 5.13 -0.39 6.76 0.361
H 6.22 0.39 5.62 0.327
H 5.59 -1.34 5.43 0.282
C 4.15 -2.98 -2.16 -1.441
C 3.31 -4.04 -1.67 0.275
N 3.60 -5.50 -2.11 0.834
C 3.43 -5.67 -3.55 -1.001
C 5.06 -5.85 -1.77 -0.642
C 5.39 -7.29 -2.05 -1.361
C 2.68 -6.37 -1.41 -0.331
C 2.64 -6.56 0.08 -1.304
O 2.00 -5.55 0.81 0.126
C 1.88 -5.81 2.17 -0.689
H 5.23 -2.98 -1.87 0.336
H 3.77 -2.03 -1.82 0.313
H 4.05 -2.95 -3.27 0.314
H 2.24 -3.97 -1.94 0.064
H 3.28 -4.19 -0.60 0.211
H 3.09 -6.70 -3.70 0.445
H 4.36 -5.47 -4.11 0.297
H 2.66 -5.01 -3.89 0.290
H 5.30 -5.61 -0.74 0.475
H 5.63 -5.20 -2.42 0.547
H 5.28 -7.56 -3.09 0.303
H 4.85 -7.97 -1.36 0.296
H 6.42 -7.42 -1.78 0.493
H 2.65 -7.34 -1.95 0.656
H 1.68 -5.98 -1.69 -0.058
H 3.65 -6.76 0.51 0.451
H 2.10 -7.53 0.17 0.519
H 2.87 -5.86 2.61 0.341
H 1.22 -6.71 2.24 0.346
H 1.46 -4.83 2.55 -0.012
C -2.18 6.88 -1.89 -1.309
C -0.82 7.17 -1.25 -0.877
N 0.16 6.06 -1.08 1.269
C -0.33 5.15 0.03 0.281
C 0.18 5.30 -2.37 0.375
C 1.33 4.23 -2.44 -1.206
C 1.53 6.59 -0.79 -0.697
C 1.57 7.69 0.26 -0.974
O 1.28 8.91 -0.36 -0.243
C 1.94 10.10 0.00 -0.733
H -2.78 7.77 -1.93 0.528
H -2.74 6.08 -1.37 0.112
H -1.89 6.55 -2.91 0.396
H -0.86 7.58 -0.25 0.524
H -0.27 7.87 -1.80 0.649
H -1.44 5.01 -0.07 -0.175
H -0.22 5.69 1.00 0.437
H 0.29 4.23 0.01 -0.674
H 0.34 5.96 -3.22 0.741
H -0.79 4.76 -2.51 -0.729
H 2.27 4.70 -2.71 0.521
H 1.07 3.54 -3.22 0.455
H 1.49 3.71 -1.51 -0.152
H 1.89 6.99 -1.72 0.542
H 2.21 5.78 -0.52 0.385
H 2.60 7.70 0.62 0.624
H 0.90 7.51 1.13 0.292
H 1.35 10.68 0.75 0.271
H 2.02 10.70 -0.92 0.244
H 2.92 9.92 0.46 0.304
C -4.02 -1.31 1.88 -1.820
C -2.81 -2.13 1.73 0.215
N -2.90 -3.19 0.70 1.052
C -3.10 -2.64 -0.72 -0.831
C -1.58 -3.92 0.69 -0.748
C -0.43 -2.93 0.61 1.704
C -3.98 -4.22 1.01 -0.569
C -4.16 -4.72 2.45 -0.821
O -3.01 -5.36 2.93 -0.237
C -3.17 -5.88 4.26 -0.749
H -4.76 -1.74 2.57 0.275
H -4.48 -1.00 0.95 0.140
H -3.69 -0.37 2.27 0.585
H -2.38 -2.64 2.63 0.507
H -2.03 -1.46 1.37 -0.068
H -2.45 -1.76 -0.77 0.219
H -4.17 -2.49 -0.88 0.550
H -2.77 -3.40 -1.45 0.098
H -1.61 -4.51 -0.19 0.074
H -1.60 -4.52 1.61 0.708
H -0.20 -2.52 1.59 -0.551
H -0.49 -2.19 -0.23 -0.442
H 0.51 -3.52 0.30 -0.634
H -3.77 -5.11 0.36 0.457
H -4.92 -3.82 0.69 0.371
H -4.96 -5.50 2.40 0.468
H -4.45 -3.99 3.21 0.415
H -3.85 -6.79 4.27 0.272
H -3.61 -5.10 4.92 0.322
H -2.15 -6.26 4.52 0.245
C -0.85 -3.28 -4.51 0.634
F -1.46 -3.93 -5.49 -0.257
F 0.35 -2.87 -4.95 -0.228
F -1.53 -2.17 -4.29 -0.146
S -0.68 -4.43 -3.10 1.122
O 0.29 -5.38 -3.62 -0.695
O -0.11 -3.52 -2.09 -0.505
O -2.03 -4.90 -2.80 -0.765
C 1.08 0.38 -2.31 0.341
F 1.17 -0.91 -2.56 -0.110
F 2.27 0.81 -2.00 -0.215
F 0.56 0.98 -3.40 -0.220
S 0.03 0.85 -0.79 -0.238
O 0.89 0.55 0.37 -0.298
O -0.13 2.28 -1.01 0.000
O -1.15 0.01 -0.94 -0.771
C -2.63 3.39 2.62 0.437
F -1.80 4.40 2.84 -0.229
F -1.92 2.36 2.12 0.013
F -3.11 3.05 3.84 -0.264
S -4.05 3.90 1.48 0.950
O -4.83 4.79 2.36 -0.699
O -3.32 4.52 0.42 -0.664
O -4.59 2.57 1.22 -0.622
```

=====

Formula: C4H13NO2
Source: the OMol25 dataset
Level of theory: ωB97M-V with the def2-TZVPD basis set

Charge: 0
SMILES string: CNC[C@@H](C)O.O
Maximum force: 0.5 eV Å⁻¹
DFT total energy: -365.4138 a.u.
Energy above the lowest of the compared OMol25 structures with the same formula, charge and spin: 18.0 kcal per mole
Kohn-Sham gap: 9.51 eV

```
20
Properties=species:S:1:pos:R:3:mulliken_charge:R:1
C 2.00 2.30 -0.12 -0.920
N 0.57 2.04 -0.19 -0.392
C 0.29 0.67 -0.61 -0.610
C -1.14 0.30 -0.27 0.348
C -1.46 -1.13 -0.68 -1.296
O -1.36 0.55 1.12 -0.558
H 2.48 1.83 0.74 0.319
H 2.48 1.87 -1.00 0.337
H 2.20 3.37 -0.15 0.304
H 0.16 2.15 0.73 0.271
H 0.92 -0.05 -0.07 0.317
H 0.45 0.61 -1.69 0.303
H -1.85 0.97 -0.75 0.293
H -2.42 -1.47 -0.28 0.361
H -0.68 -1.84 -0.38 0.147
H -1.45 -1.15 -1.77 0.409
H -1.01 -0.18 1.63 0.331
H 0.07 -4.15 0.70 0.327
H -0.31 -2.90 1.45 0.353
O 0.06 -3.78 1.59 -0.646
```

=====

Formula: C39H52AsN2O5RuS7Sb2
Source: the OMol25 dataset
Level of theory: ωB97M-V with the def2-TZVPD basis set

Charge: +2
Maximum force: 4.7 eV Å⁻¹
DFT total energy: -7600.7180 a.u.
<S²>: 0.760
Energy above the lowest of the compared OMol25 structures with the same formula, charge and spin: 56.3 kcal per mole
Kohn-Sham gap (alpha / beta): 5.23 / 4.29 eV
2S+1: 2

```
109
Properties=species:S:1:pos:R:3:lowdin_spin:R:1
Ru 0.81 0.45 -0.02 0.006
C 4.69 0.85 2.24 0.000
Sb 3.49 1.21 0.50 0.003
C 2.67 3.08 1.16 0.000
C 5.04 2.17 -0.77 0.002
C 4.47 3.29 -1.56 0.000
C 4.78 4.60 -1.20 0.000
C 4.32 5.68 -1.93 0.000
C 3.52 5.46 -3.04 0.000
C 3.18 4.17 -3.40 0.000
C 3.64 3.07 -2.67 0.000
C 3.26 1.70 -3.12 0.000
Sb 1.27 1.05 -2.50 0.001
C 0.06 2.44 -3.58 0.000
C 1.28 -0.54 -3.93 0.000
H 5.32 1.73 2.38 0.000
H 5.32 -0.02 2.11 0.000
H 4.03 0.72 3.10 0.000
H 3.42 3.65 1.71 0.000
H 1.83 2.86 1.83 0.000
H 2.33 3.66 0.30 0.000
H 5.48 1.39 -1.38 0.000
H 5.75 2.52 -0.03 0.000
H 5.42 4.77 -0.34 0.000
H 4.60 6.69 -1.65 0.000
H 3.16 6.30 -3.63 0.000
H 2.57 4.00 -4.28 0.000
H 3.94 0.92 -2.77 0.000
H 3.20 1.65 -4.21 0.000
H 0.49 2.61 -4.56 0.000
H -0.01 3.39 -3.05 0.000
H -0.94 2.02 -3.70 0.000
H 1.38 -0.09 -4.92 0.000
H 0.37 -1.13 -3.91 0.000
H 2.14 -1.18 -3.75 0.000
C -1.88 -6.44 -1.80 0.000
C -0.79 -5.57 -1.25 0.000
C -0.05 -4.73 -2.10 0.000
C 0.93 -3.91 -1.59 0.000
C 1.20 -3.92 -0.22 0.000
C 0.50 -4.76 0.63 0.000
C -0.48 -5.58 0.11 0.000
S 2.35 -2.69 0.42 0.000
C 3.86 -3.35 -0.30 0.000
O 2.07 -1.46 -0.48 0.001
H -2.00 -6.30 -2.87 0.000
H -2.83 -6.24 -1.32 0.000
H -1.65 -7.49 -1.63 0.000
H -0.25 -4.74 -3.16 0.000
H 1.50 -3.25 -2.24 0.000
H 0.74 -4.78 1.69 0.000
H -1.03 -6.24 0.77 0.000
H 3.72 -3.52 -1.37 0.000
H 4.10 -4.29 0.20 0.000
H 4.65 -2.62 -0.12 0.000
O 1.66 0.25 2.35 0.000
N 0.58 -0.22 1.84 -0.008
C -0.77 3.95 0.42 0.000
As -1.00 2.02 0.36 0.000
C -2.52 1.93 -0.85 0.000
C -1.78 1.64 2.13 0.000
C -3.15 2.18 2.36 0.000
C -4.26 1.42 1.98 0.000
C -5.55 1.88 2.21 0.000
C -5.74 3.11 2.83 0.000
C -4.64 3.87 3.21 0.000
C -3.36 3.41 2.97 0.000
H -1.76 4.40 0.51 0.000
H -0.30 4.32 -0.49 0.000
H -0.16 4.25 1.27 0.000
H -3.40 2.28 -0.31 0.000
H -2.69 0.92 -1.21 0.000
H -2.35 2.59 -1.70 0.000
H -1.06 2.04 2.86 0.000
H -1.79 0.55 2.22 0.000
H -4.11 0.46 1.50 0.000
H -6.40 1.28 1.92 0.000
H -6.74 3.47 3.03 0.000
H -4.79 4.82 3.70 0.000
H -2.51 4.00 3.28 0.000
C 2.97 -1.12 6.33 0.000
S 2.15 -1.70 4.82 0.000
C 0.49 -1.28 5.11 0.000
C -0.45 -1.31 4.13 0.000
S -0.08 -1.69 2.46 -0.003
S -2.11 -1.00 4.59 0.000
C -1.79 -0.74 6.29 0.000
S -2.95 -0.41 7.37 0.000
S -0.09 -0.87 6.70 0.000
H 4.00 -1.46 6.25 0.000
H 2.51 -1.57 7.21 0.000
H 2.93 -0.04 6.38 0.000
N -1.09 -1.23 -0.62 0.017
C -2.24 -1.68 -1.31 0.035
C -3.39 -1.97 -0.58 0.006
C -4.50 -2.49 -1.23 0.047
C -4.41 -2.69 -2.59 0.239
C -3.32 -2.35 -3.36 0.054
C -2.22 -1.84 -2.69 0.016
S -5.84 -3.64 -3.42 0.068
O -6.81 -2.58 -3.16 0.437
O -5.89 -4.80 -2.57 0.026
O -5.39 -3.81 -4.76 0.042
H -1.13 -1.50 0.35 0.001
H -0.24 -1.60 -1.05 0.001
H -3.42 -1.84 0.49 0.000
H -5.40 -2.76 -0.70 0.002
H -3.31 -2.52 -4.43 0.002
H -1.33 -1.59 -3.24 0.001
```